The following is a DFT calculation (ωB97M-V/def2-TZVPD) of a 2-piece molecular cluster, C3H4OS overall.

ΔE to the lowest compared entry with this formula, charge and spin ... 570.5 kJ/mol
Frontier orbital gap (spin up / spin down) ... 8.1 / 7.5 eV
Highest occupied orbital energy (spin up / spin down) ... -9.914 / -9.696 eV

CARTESIAN COORDINATES (ANGSTROEM)
S (-1.146, -1.071, -1.207)
O (-2.143, -1.665, -0.353)
C (-1.022, 1.695, -0.931)
C (0.397, -1.400, -0.300)
C (-1.228, 2.861, -0.889)
H (0.205, -1.424, 0.834)
H (0.600, -2.375, -0.634)
H (1.335, -0.762, -0.571)
H (-1.387, 3.902, -1.003)

The following is a DFT calculation (ωB97M-V/def2-TZVPD) of one molecule with the formula C3H4OS2.

ΔE to the lowest compared entry with this formula, charge and spin ... 60.8 kJ/mol
Frontier orbital gap ... 9.1 eV
Structure (SMILES) ... S=C1OCCS1
Highest occupied orbital energy ... -8.842 eV

CARTESIAN COORDINATES (ANGSTROEM)
S (3.153, -0.319, 0.031)
S (0.435, -1.613, -0.081)
O (0.849, 0.905, 0.164)
C (-0.455, 0.774, -0.247)
C (-0.971, -0.542, 0.268)
C (1.544, -0.233, -0.041)
H (-1.165, -0.504, 1.349)
H (-0.998, 1.638, 0.151)
H (-1.883, -0.908, -0.261)
H (-0.508, 0.803, -1.333)

The following is a DFT calculation (ωB97M-V/def2-TZVPD) of one molecule with the formula C3H4OS2.

ΔE to the lowest compared entry with this formula, charge and spin ... 281.1 kJ/mol
Frontier orbital gap ... 8.0 eV
Structure (SMILES) ... O=C[C@H](S)C=S
Highest occupied orbital energy ... -8.958 eV

CARTESIAN COORDINATES (ANGSTROEM)
S (-1.792, -0.822, 0.449)
S (2.589, -0.124, -0.511)
O (-0.038, 2.459, -0.088)
C (-0.419, 0.104, -0.331)
C (-0.220, 1.395, 0.351)
C (1.204, -0.747, 0.006)
H (-1.592, -1.732, -0.514)
H (-0.521, -0.051, -1.382)
H (0.924, -1.616, 0.657)
H (-0.135, 1.134, 1.363)

The following is a DFT calculation (ωB97M-V/def2-TZVPD) of a 2-piece molecular cluster, C3H4OS2 overall.

ΔE to the lowest compared entry with this formula, charge and spin ... 267.7 kJ/mol
Frontier orbital gap ... 7.7 eV
Highest occupied orbital energy ... -7.860 eV

CARTESIAN COORDINATES (ANGSTROEM)
S (1.101, 1.979, -0.376)
S (2.514, -0.630, 0.255)
O (-0.369, -1.906, -0.801)
C (-1.620, -0.005, 0.257)
C (1.236, 0.410, -0.155)
C (-0.530, -0.831, -0.351)
H (-1.724, 1.090, -0.097)
H (3.558, 0.103, -0.202)
H (-2.595, -0.443, 0.152)
H (-1.572, 0.234, 1.318)

The following is a DFT calculation (ωB97M-V/def2-TZVPD) of one molecule with the formula C3H4P2.

ΔE to the lowest compared entry with this formula, charge and spin ... 117.3 kJ/mol
Frontier orbital gap ... 7.2 eV
Highest occupied orbital energy ... -8.332 eV

CARTESIAN COORDINATES (ANGSTROEM)
P (4.036, -1.221, 1.287)
P (3.048, -2.152, -0.317)
C (-0.163, -0.114, -0.312)
C (1.029, -0.123, 0.659)
C (2.064, -0.891, 0.515)
H (-1.117, -0.100, 0.169)
H (-0.177, 0.711, -0.871)
H (1.015, 0.515, 1.616)
H (-0.168, -1.153, -0.762)

The following is a DFT calculation (ωB97M-V/def2-TZVPD) of one molecule with the formula C3H4S.

ΔE to the lowest compared entry with this formula, charge and spin ... 376.5 kJ/mol
Frontier orbital gap (spin up / spin down) ... 7.7 / 7.6 eV
Highest occupied orbital energy (spin up / spin down) ... -7.625 / -8.393 eV

CARTESIAN COORDINATES (ANGSTROEM)
S (-2.290, 0.018, 0.209)
C (-0.733, -0.603, -0.141)
C (0.508, 0.161, 0.038)
C (1.813, -0.021, 0.433)
H (2.639, -0.665, 0.129)
H (-2.280, 1.284, -0.057)
H (-0.807, -1.644, 0.105)
H (0.539, 1.180, -0.121)

The following is a DFT calculation (ωB97M-V/def2-TZVPD) of a 2-piece molecular cluster, C3H4S2 overall.

ΔE to the lowest compared entry with this formula, charge and spin ... 516.1 kJ/mol
Frontier orbital gap (spin up / spin down) ... 4.4 / 4.4 eV
Highest occupied orbital energy (spin up / spin down) ... -8.182 / -8.125 eV

CARTESIAN COORDINATES (ANGSTROEM)
S (0.517, 0.810, 1.136)
S (-0.699, -4.475, 1.582)
C (0.528, 0.371, -0.642)
C (-0.876, -2.918, 2.007)
C (-0.846, -1.727, 2.319)
H (-0.459, 0.767, -0.947)
H (0.587, -0.610, -0.618)
H (-1.175, -0.798, 2.674)
H (1.407, 0.966, -0.987)

The following is a DFT calculation (ωB97M-V/def2-TZVPD) of one molecule with the formula C3H4S2.

ΔE to the lowest compared entry with this formula, charge and spin ... 247.8 kJ/mol
Frontier orbital gap ... 9.4 eV
Structure (SMILES) ... C#CC(S)S
Highest occupied orbital energy ... -9.382 eV

CARTESIAN COORDINATES (ANGSTROEM)
S (0.919, 1.686, -0.206)
S (-1.998, 0.365, -0.246)
C (1.021, -2.005, 0.091)
C (0.000, 0.287, 0.426)
C (0.519, -0.939, 0.168)
H (-0.264, 0.534, 1.530)
H (1.515, -2.909, 0.071)
H (-0.158, 2.347, -0.387)
H (-1.554, 0.634, -1.447)

The following is a DFT calculation (ωB97M-V/def2-TZVPD) of one molecule with the formula C3H4S2.

ΔE to the lowest compared entry with this formula, charge and spin ... 143.9 kJ/mol
Frontier orbital gap ... 9.0 eV
Structure (SMILES) ... C1=CSCS1
Highest occupied orbital energy ... -8.413 eV

CARTESIAN COORDINATES (ANGSTROEM)
S (1.497, -0.344, -0.205)
S (-1.572, -0.251, -0.180)
C (-0.003, -1.109, 0.501)
C (0.742, 1.277, 0.142)
C (-0.552, 1.234, 0.079)
H (-0.130, -1.969, -0.226)
H (0.125, -1.243, 1.482)
H (1.146, 2.163, 0.184)
H (-1.061, 2.159, 0.377)

The following is a DFT calculation (ωB97M-V/def2-TZVPD) of one molecule with the formula C3H4S2.

ΔE to the lowest compared entry with this formula, charge and spin ... 224.8 kJ/mol
Frontier orbital gap ... 8.0 eV
Structure (SMILES) ... S=C1CCS1
Highest occupied orbital energy ... -8.597 eV

CARTESIAN COORDINATES (ANGSTROEM)
S (-0.184, -1.787, -0.025)
S (2.718, -0.778, -0.077)
C (0.278, 0.722, -0.030)
C (-1.014, -0.202, -0.196)
C (1.048, -0.410, -0.151)
H (-1.920, -0.161, -0.884)
H (-1.548, 0.085, 0.861)
H (0.347, 0.937, 1.177)
H (0.275, 1.594, -0.676)

The following is a DFT calculation (ωB97M-V/def2-TZVPD) of C3H4S4 as an isolated structure.

ΔE to the lowest compared entry with this formula, charge and spin ... 205.1 kJ/mol
Frontier orbital gap ... 7.3 eV
Highest occupied orbital energy ... -8.551 eV

CARTESIAN COORDINATES (ANGSTROEM)
S (-0.685, -0.948, 0.426)
S (3.418, 0.644, 0.467)
S (2.520, -1.710, -0.743)
S (0.381, 1.673, -0.763)
C (0.520, 0.187, -0.126)
C (1.963, -0.404, -0.151)
C (-2.471, -0.272, -0.040)
H (2.559, 1.463, 1.424)
H (-2.487, 0.230, -1.094)
H (-2.765, 0.565, 0.713)
H (-2.953, -1.429, -0.113)

The following is a DFT calculation (ωB97M-V/def2-TZVPD) of C3H4Se as an isolated structure.

ΔE to the lowest compared entry with this formula, charge and spin ... 63.1 kJ/mol
Frontier orbital gap ... 9.8 eV
Highest occupied orbital energy ... -9.130 eV

CARTESIAN COORDINATES (ANGSTROEM)
Se (2.132, -0.239, -0.070)
C (0.226, -0.640, 0.288)
C (-1.549, 1.298, 0.029)
C (-0.748, 0.405, 0.215)
H (1.884, -0.084, -1.473)
H (0.409, -1.200, 1.517)
H (-2.205, 2.098, -0.291)
H (-0.148, -1.638, -0.215)